Below is a 13-piece molecular cluster, C39H97Cl9N10O10 overall at a distorted geometry, with properties calculated with ωB97M-V/def2-TZVPD.

Computed properties:
- LUMO level (eV) = 0.4
- E_tot (Ha) = -6985.616606
- HOMO (eV) = -8.50

Each line ends with the Löwdin charge.
Element x y z (Å)
C 2.83 -3.44 1.19  -1.486
Cl 2.11 -4.81 0.34  0.551
Cl 4.16 -2.75 0.26  0.563
Cl 3.42 -3.96 2.80  0.559
H 2.10 -2.67 1.41  -0.002
C 3.62 0.13 -1.19  -1.408
Cl 5.07 -0.31 -2.15  0.505
Cl 2.35 -0.82 -2.00  0.576
Cl 3.20 1.82 -1.59  0.602
H 3.59 -0.08 -0.13  0.004
C -4.82 -2.37 5.01  -1.551
Cl -3.94 -2.84 3.54  0.537
Cl -5.28 -3.84 5.86  0.543
Cl -6.17 -1.37 4.52  0.531
H -4.17 -1.77 5.63  0.001
C -1.67 -2.88 -0.98  -0.050
C -0.69 -2.46 0.09  -0.418
C -0.41 -0.98 0.10  -0.236
O 0.53 -0.61 1.08  -0.206
C 0.71 0.78 1.17  -0.121
N -1.18 -2.91 1.41  0.063
H -2.53 -2.21 -0.98  0.055
H -2.06 -3.88 -0.81  0.087
H -1.12 -2.75 -1.91  0.053
H 0.24 -3.00 -0.10  0.076
H -1.30 -0.38 0.35  0.131
H -0.10 -0.66 -0.91  0.079
H 1.55 0.98 1.84  0.090
H -0.11 1.24 1.73  0.065
H 0.89 1.30 0.23  0.065
H -0.47 -2.67 2.09  0.036
H -2.10 -2.60 1.67  -0.001
C 3.03 5.94 0.71  -0.064
C 3.67 4.61 0.32  -0.440
C 5.18 4.73 0.19  -0.216
O 5.57 5.47 -0.95  -0.184
C 5.89 4.69 -2.08  -0.112
N 3.34 3.64 1.40  0.045
H 3.34 6.37 1.65  0.082
H 1.95 5.95 0.53  0.069
H 3.32 6.60 -0.12  0.078
H 3.32 4.27 -0.66  0.072
H 5.78 3.82 0.33  0.122
H 5.54 5.31 1.04  0.124
H 6.51 5.28 -2.76  0.084
H 4.98 4.58 -2.69  0.074
H 6.29 3.69 -1.88  0.085
H 2.35 3.70 1.57  0.023
H 3.86 3.80 2.25  0.069
C -0.09 0.88 4.96  -0.044
C -1.49 0.40 5.38  -0.417
C -2.19 1.44 6.26  -0.251
O -1.67 1.54 7.56  -0.147
C -2.52 2.39 8.31  -0.112
N -2.26 0.03 4.20  0.059
H 0.62 1.20 5.73  0.084
H -0.32 1.86 4.51  0.065
H 0.40 0.33 4.16  0.055
H -1.41 -0.47 6.04  0.127
H -3.26 1.18 6.23  0.119
H -2.21 2.38 5.68  0.121
H -2.07 2.70 9.25  0.087
H -3.46 1.89 8.60  0.087
H -2.85 3.23 7.69  0.083
H -2.46 0.76 3.53  0.078
H -1.90 -0.82 3.80  0.026
C 2.21 -0.97 -7.87  -0.049
C 3.23 -0.89 -6.74  -0.428
C 3.18 -2.01 -5.73  -0.219
O 2.00 -1.84 -4.98  -0.244
C 1.63 -2.99 -4.25  -0.145
N 4.57 -0.56 -7.23  0.024
H 2.59 -0.76 -8.87  0.072
H 1.57 -0.08 -7.79  0.069
H 1.48 -1.76 -7.67  0.070
H 2.98 -0.01 -6.14  0.119
H 4.06 -1.91 -5.08  0.121
H 3.23 -3.00 -6.20  0.131
H 0.97 -2.78 -3.41  0.046
H 2.52 -3.40 -3.74  0.089
H 1.21 -3.70 -4.96  0.090
H 4.65 0.21 -7.88  0.066
H 4.89 -1.34 -7.81  0.071
C 4.89 -0.90 4.77  -0.076
C 3.84 -0.90 5.87  -0.385
C 2.85 -2.05 5.82  -0.232
O 1.94 -1.64 4.82  -0.217
C 0.72 -2.36 4.86  -0.104
N 4.66 -1.02 7.16  0.014
H 5.46 0.03 4.77  0.076
H 4.45 -1.09 3.78  0.060
H 5.57 -1.75 4.89  0.077
H 3.33 0.06 5.96  0.132
H 2.41 -2.19 6.82  0.126
H 3.28 -3.05 5.63  0.109
H 0.20 -2.30 5.82  0.090
H 0.98 -3.42 4.74  0.084
H 0.08 -1.99 4.07  0.060
H 5.49 -0.45 7.09  0.054
H 4.99 -1.98 7.08  0.055
C -4.61 -0.72 0.07  -0.074
C -6.07 -0.22 0.11  -0.412
C -6.21 1.00 1.07  -0.198
O -5.42 2.04 0.53  -0.200
C -5.52 3.26 1.22  -0.116
N -6.41 0.12 -1.27  0.040
H -3.90 -0.21 -0.58  0.075
H -4.55 -1.70 -0.42  0.066
H -4.23 -0.82 1.09  0.056
H -6.73 -0.94 0.60  0.133
H -5.94 0.78 2.11  0.106
H -7.25 1.35 0.93  0.122
H -4.73 3.88 0.79  0.068
H -5.35 3.20 2.30  0.086
H -6.49 3.75 1.10  0.088
H -7.29 0.62 -1.33  0.070
H -5.70 0.79 -1.55  0.070
C -3.53 -0.69 -5.15  -0.344
O -3.43 0.50 -5.44  -0.016
N -2.54 -1.59 -5.29  -0.182
C -2.76 -2.95 -4.86  -0.064
C -1.29 -1.26 -5.98  -0.030
H -4.39 -1.06 -4.57  0.137
H -2.26 -3.68 -5.49  0.070
H -3.79 -3.29 -5.05  0.092
H -2.42 -3.04 -3.83  0.065
H -0.53 -1.07 -5.22  0.072
H -1.04 -2.04 -6.68  0.087
H -1.41 -0.30 -6.49  0.083
C -0.47 2.03 -2.85  -0.341
O -0.86 2.40 -1.77  -0.004
N 0.48 2.64 -3.59  -0.180
C 1.08 2.05 -4.77  -0.052
C 1.04 3.93 -3.22  -0.069
H -0.77 1.08 -3.31  0.134
H 1.12 2.76 -5.60  0.092
H 0.58 1.13 -5.06  0.072
H 2.10 1.73 -4.54  0.072
H 2.07 3.70 -2.92  0.025
H 1.15 4.76 -3.92  0.093
H 0.65 4.31 -2.28  0.085
C -0.63 3.97 1.79  -0.299
O 0.40 3.54 2.27  -0.022
N -1.34 4.96 2.41  -0.192
C -2.49 5.58 1.76  -0.051
C -0.98 5.52 3.69  -0.049
H -1.09 3.63 0.86  0.137
H -2.73 5.02 0.85  0.077
H -2.23 6.63 1.60  0.090
H -3.33 5.57 2.45  0.086
H -0.97 6.61 3.53  0.087
H -1.79 5.48 4.42  0.087
H -0.02 5.20 4.06  0.089
C -0.46 -5.85 -3.07  -0.316
O -0.77 -4.70 -3.31  -0.005
N -0.85 -6.93 -3.75  -0.189
C -0.31 -8.24 -3.42  -0.065
C -1.68 -6.96 -4.94  -0.034
H 0.07 -6.19 -2.17  0.135
H -1.01 -9.01 -3.74  0.085
H -0.24 -8.48 -2.36  0.092
H 0.61 -8.39 -3.99  0.096
H -1.09 -7.33 -5.78  0.095
H -2.52 -7.62 -4.76  0.092
H -2.10 -5.99 -5.22  0.072

***

Below is C3AgLiO6 as an isolated structure at a distorted geometry, with properties calculated with ωB97M-V/def2-TZVPD.

Computed properties:
- energy above the lowest of the compared OMol25 structures with the same formula, charge and spin (kJ/mol) = 0.00
- LUMO level (alpha / beta) (eV) = 0.8 / 0.8
- E_tot (Ha) = -720.345045
- 2S+1 = 2
- HOMO (alpha / beta) (eV) = -3.07 / -5.49
- ⟨S²⟩ = 0.7530
- total charge = -1

Each line ends with the Mulliken spin population.
Element x y z (Å)
O 1.15 1.90 -0.25  -0.002
C 0.44 0.91 -0.09  0.007
O 1.31 -0.22 0.20  0.004
C 0.81 -1.53 0.22  0.013
O -0.43 -1.67 0.13  -0.021
O 1.69 -2.39 0.31  0.000
Ag 3.28 0.93 0.07  0.001
C -3.69 0.62 0.11  0.964
O -3.33 0.39 -1.06  0.029
O -3.12 0.37 1.18  0.011
Li -1.49 -0.10 -0.14  -0.006

***

Below is C3AgNaO6 as an isolated structure at a distorted geometry, with properties calculated with ωB97M-V/def2-TZVPD.

Computed properties:
- energy above the lowest of the compared OMol25 structures with the same formula, charge and spin (kJ/mol) = 10.14
- LUMO level (alpha / beta) (eV) = 1.1 / 1.1
- E_tot (Ha) = -875.096517
- 2S+1 = 2
- HOMO (alpha / beta) (eV) = -3.23 / -4.29
- ⟨S²⟩ = 0.7534
- total charge = -1

Each line ends with the Mulliken spin population.
Element x y z (Å)
O -0.84 -1.25 1.76  0.000
C -0.62 -0.55 0.77  0.012
O -1.88 -0.31 0.09  0.004
C -1.92 0.21 -1.21  0.000
O -0.84 0.57 -1.71  -0.003
O -3.05 0.18 -1.72  0.000
Na -3.14 -1.48 1.53  0.001
C 3.62 1.34 0.17  1.010
O 3.66 0.24 -0.42  -0.042
O 2.75 2.22 0.13  -0.016
Ag 1.24 0.46 -0.80  0.034

***

Below is C3AlF6NO4S2 as an isolated structure at a distorted geometry, with properties calculated with ωB97M-V/def2-TZVPD.

Computed properties:
- energy above the lowest of the compared OMol25 structures with the same formula, charge and spin (kJ/mol) = 108.04
- LUMO level (eV) = -1.1
- E_tot (Ha) = -2108.005070
- HOMO (eV) = -9.36

Each line ends with the Löwdin charge.
Element x y z (Å)
Al -0.28 0.69 2.95  0.914
O -3.20 -0.91 0.82  0.183
C -2.71 -0.22 1.66  -0.492
O -2.36 -0.20 2.81  -0.041
N 0.05 -0.42 -1.19  -0.511
S -1.03 0.65 -0.70  1.020
O -1.19 0.68 0.89  -0.673
C -0.23 2.35 -0.87  -0.779
F 0.05 2.54 -2.15  0.142
F 0.89 2.46 -0.17  0.114
F -1.09 3.27 -0.47  0.137
S 1.59 -0.40 -0.52  0.864
O 2.59 -0.08 -1.60  -0.466
C 1.70 -2.27 -0.40  -0.789
F 0.83 -2.72 0.49  0.116
F 1.48 -2.86 -1.56  0.141
F 2.93 -2.57 0.01  0.120